# 1
DFT (ωB97M-V/def2-TZVPD) results for 2 unconnected molecules or ions with the total composition CH2NO2S in a non-equilibrium geometry.

Values from the calculation:
HOMO level (spin up / spin down), eV: -4.2 / -4.2
LUMO energy (spin up / spin down), eV: 2.92 / 2.84

Structure (ORCA input):
```
! RIJCOSX wB97M-V def2-TZVPD def2/J DEFGRID3
* xyz -1 1
S -1.366 -0.085 0.081
O -0.810 -1.170 0.902
O -2.382 -0.530 -0.886
N -1.017 1.328 0.228
C 2.081 0.542 -0.184
H 1.900 0.039 0.781
H 1.596 -0.123 -0.922
*
```



# 2
DFT (ωB97M-V/def2-TZVPD) results for 2 unconnected molecules or ions with the total composition CH2NO2S in a non-equilibrium geometry.

Values from the calculation:
HOMO level (spin up / spin down), eV: -3.2 / -3.2
LUMO energy (spin up / spin down), eV: 3.43 / 3.43

Structure (ORCA input):
```
! RIJCOSX wB97M-V def2-TZVPD def2/J DEFGRID3
* xyz -1 1
S -3.372 0.194 0.209
O -0.858 0.997 0.337
O -1.093 -2.032 0.299
N 0.498 0.825 0.294
C -1.784 0.181 0.350
H -0.166 -1.771 0.329
H 0.855 1.771 0.457
*
```



# 3
DFT (ωB97M-V/def2-TZVPD) results for a molecular structure, CH2NO2S2 in a non-equilibrium geometry.

Values from the calculation:
HOMO level, eV: -3.5
LUMO energy, eV: 3.52

Structure (ORCA input):
```
! RIJCOSX wB97M-V def2-TZVPD def2/J DEFGRID3
* xyz -1 1
S 3.666 0.997 0.232
S 1.603 -0.818 -0.092
O 0.864 -1.526 -1.130
O 1.727 -1.598 1.131
N 0.320 0.384 0.207
C 3.553 -0.446 -0.472
H 0.629 1.272 0.272
H -0.070 0.312 -0.705
*
```



# 4
DFT (ωB97M-V/def2-TZVPD) results for 2 unconnected molecules or ions with the total composition CH2NO2S2 in a non-equilibrium geometry.

Values from the calculation:
HOMO level (spin up / spin down), eV: -3.9 / -3.7
LUMO energy (spin up / spin down), eV: 3.31 / 3.33

Structure (ORCA input):
```
! RIJCOSX wB97M-V def2-TZVPD def2/J DEFGRID3
* xyz -1 1
S -0.698 1.893 1.420
S 1.196 -0.611 1.196
O 0.242 -1.625 1.670
O 1.816 -1.090 -0.041
N -1.130 0.543 -1.456
C -0.101 0.737 0.542
H -1.033 -0.454 -1.307
H -0.291 0.607 -2.025
*
```



# 5
DFT (ωB97M-V/def2-TZVPD) results for 2 unconnected molecules or ions with the total composition CH2NO2S2 in a non-equilibrium geometry.

Values from the calculation:
HOMO level, eV: -2.8
LUMO energy, eV: 3.71

Structure (ORCA input):
```
! RIJCOSX wB97M-V def2-TZVPD def2/J DEFGRID3
* xyz -1 1
S -0.861 1.941 -0.418
S -1.075 -0.181 1.561
O 2.121 -0.700 0.343
O 0.643 -0.903 -1.387
N -0.079 0.833 0.686
C 1.309 -0.714 -0.470
H -0.680 -1.259 0.964
H -1.380 0.983 -1.279
*
```



# 6
DFT (ωB97M-V/def2-TZVPD) results for 2 unconnected molecules or ions with the total composition CH2NO3P in a non-equilibrium geometry.

Values from the calculation:
HOMO level, eV: -10.2
LUMO energy, eV: 0.42
SMILES string: N=C=O.O=PO

Structure (ORCA input):
```
! RIJCOSX wB97M-V def2-TZVPD def2/J DEFGRID3
* xyz 0 1
P 2.205 0.373 0.982
O -0.347 1.281 0.929
O 2.385 0.865 -0.369
O 1.386 -1.057 0.913
N -2.025 1.713 -0.640
C -1.185 1.473 0.161
H 1.438 -1.463 1.777
H -2.427 2.321 -1.443
*
```



> Which formula does entry 3 have?

CH2NO2S2